[1]
42
Properties=species:S:1:pos:R:3 method="wB97M-V/def2-TZVPD" de_lowest_kcal_mol=2.0 energy_ev=-39131.837 homo_energy_ev="-5.3 / -5.3" homo_lumo_gap_ev="7.4 / 6.7" spin_multiplicity=3 total_charge=-1
Pd 0.291 0.225 -0.851
O 3.418 5.929 1.831
C 3.077 4.965 2.533
O 3.110 4.794 3.766
C 2.461 3.774 1.745
C 2.013 2.646 2.422
C 1.429 1.616 1.713
N 1.277 1.674 0.388
C 1.720 2.745 -0.286
C 2.321 3.807 0.361
C 1.459 2.748 -1.790
O 1.951 3.633 -2.466
O 0.687 1.808 -2.224
H 2.128 2.613 3.497
H 1.061 0.715 2.191
H 2.665 4.669 -0.193
O -0.182 -1.746 -1.934
C 0.125 -2.380 -0.890
O 0.423 -1.789 0.188
C 0.119 -3.880 -0.915
C 0.417 -4.597 0.238
C 0.406 -5.983 0.216
C 0.099 -6.656 -0.959
C -0.197 -5.941 -2.113
C -0.189 -4.555 -2.090
H 0.658 -4.049 1.140
H 0.640 -6.541 1.114
H 0.093 -7.739 -0.977
H -0.434 -6.467 -3.029
H -0.416 -3.974 -2.974
C -1.864 3.127 -0.427
C -2.392 1.776 -0.114
N -1.752 0.632 -0.206
C -2.618 -0.364 0.188
C -3.806 0.191 0.532
N -3.647 1.546 0.338
H -0.966 3.028 -1.031
H -1.623 3.674 0.486
H -2.593 3.702 -0.999
H -2.310 -1.395 0.196
H -4.725 -0.239 0.887
H -4.336 2.259 0.498



[2]
40
Properties=species:S:1:pos:R:3 method="wB97M-V/def2-TZVPD" energy_ev=-31925.219 homo_energy_ev=-8.1 homo_lumo_gap_ev=7.8 smiles="CC(=O)Nc1ccc(/C=N/n2nnc3c([nH]c4ccccc43)c2=O)cc1" total_charge=0
O 1.021 1.956 1.659
O -6.781 -2.718 0.758
N 2.522 1.714 -2.072
N 1.408 1.170 -1.778
N -0.577 0.760 -0.476
C 1.438 1.938 0.485
C -6.247 -3.854 0.825
C 3.208 2.385 -1.163
C 2.711 2.473 0.167
C -0.480 -0.495 -0.075
C 6.543 3.869 -1.916
C 6.791 4.404 -0.656
C 5.313 3.313 -2.278
C -2.872 -1.007 -0.380
C -1.566 -2.439 0.987
C -4.001 -1.846 -0.235
C -2.668 -3.266 1.184
C 5.824 4.388 0.425
C 4.457 3.156 -1.207
C -1.628 -1.319 0.193
C -3.860 -3.014 0.555
C 4.649 3.712 0.099
N 0.647 1.352 -0.626
N -4.869 -3.933 0.771
N 3.442 3.429 0.796
C -7.143 -5.044 1.170
H 0.509 -0.975 0.046
H 7.352 3.706 -2.680
H 7.819 4.756 -0.497
H 5.026 3.010 -3.273
H -2.948 -0.266 -1.141
H -0.640 -2.716 1.468
H -4.859 -1.600 -0.789
H -2.541 -4.201 1.657
H 6.117 4.633 1.466
H -4.543 -4.908 0.927
H 3.466 3.483 1.778
H -6.659 -6.001 0.907
H -8.083 -4.923 0.639
H -7.298 -5.081 2.280



[3]
39
Properties=species:S:1:pos:R:3 method="wB97M-V/def2-TZVPD" energy_ev=-41628.919 homo_energy_ev="-15.0 / -18.7" homo_lumo_gap_ev="4.7 / 4.3" spin_multiplicity=5 total_charge=+3
O -2.127 0.559 -5.508
C -1.541 0.452 -4.526
Pt -0.637 0.141 -2.707
O -3.386 -1.215 -1.945
C -2.354 -0.742 -2.122
C 1.157 0.984 -3.305
O 2.182 0.969 -2.654
C -1.138 1.953 -2.012
O -1.369 2.976 -1.531
C 0.123 -1.614 -3.360
O 0.521 -2.638 -3.694
H 1.105 1.447 -4.334
C 1.179 -1.871 -0.437
P 0.328 -0.270 -0.341
C -1.074 -0.582 0.800
C -1.779 0.562 1.206
C -2.945 0.445 1.964
C -3.377 -0.827 2.364
C -2.628 -1.965 2.038
C -1.481 -1.846 1.243
C 1.454 0.574 0.865
C 1.514 0.166 2.208
C 2.487 0.675 3.067
C 3.380 1.645 2.607
C 3.291 2.101 1.287
C 2.343 1.559 0.420
H 0.524 -2.660 -0.828
H 1.524 -2.121 0.576
H 2.047 -1.727 -1.097
H -1.410 1.553 0.925
H -3.511 1.342 2.232
H -4.297 -0.928 2.943
H -2.934 -2.954 2.394
H -0.896 -2.732 0.986
H 0.797 -0.560 2.586
H 2.540 0.324 4.096
H 4.135 2.062 3.280
H 3.965 2.883 0.933
H 2.292 1.883 -0.618



[4]
64
Properties=species:S:1:pos:R:3 method="wB97M-V/def2-TZVPD" de_lowest_kcal_mol=92.4 energy_ev=-311737.425 homo_energy_ev=-5.0 homo_lumo_gap_ev=7.8 total_charge=-2
Cu 1.046 0.049 0.332
As 3.670 1.950 2.793
F 4.643 2.978 1.578
F 4.784 2.406 4.151
F 2.694 0.875 3.951
F 2.594 1.449 1.488
F 4.762 0.565 2.370
F 2.686 3.466 2.938
As 3.388 -2.994 1.900
F 4.664 -1.940 2.363
F 2.688 -2.750 3.509
F 2.038 -4.034 1.350
F 4.059 -3.264 0.248
F 4.407 -4.297 2.488
F 2.507 -1.517 1.385
As 2.184 -2.422 -2.853
F 2.660 -0.799 -3.521
F 0.442 -2.405 -3.415
F 1.967 -4.121 -2.207
F 3.919 -2.624 -2.277
F 1.725 -1.845 -1.206
F 2.763 -3.276 -4.405
C -2.532 -5.426 -1.634
C -1.375 -4.677 -1.813
C -1.081 -3.775 -0.742
C -1.949 -3.683 0.362
C -3.058 -4.518 0.480
C -3.312 -5.452 -0.522
N -1.678 -2.655 1.398
O -0.728 -1.883 1.163
O -2.462 -2.489 2.322
H -2.865 -6.021 -2.471
H -0.673 -4.752 -2.631
H -0.211 -3.144 -0.843
H -3.789 -4.363 1.260
H -4.289 -5.911 -0.535
C -2.614 1.638 -5.851
C -2.876 2.676 -4.998
C -2.266 2.731 -3.755
C -1.231 1.849 -3.401
C -0.960 0.798 -4.292
C -1.641 0.704 -5.550
N -0.528 1.977 -2.076
O -0.676 3.028 -1.502
O 0.246 1.097 -1.737
H -3.177 1.574 -6.771
H -3.684 3.360 -5.213
H -2.557 3.490 -3.043
H -0.204 0.100 -3.964
H -1.560 -0.148 -6.208
C -0.961 5.458 4.885
C -0.155 4.330 5.025
C -0.149 3.382 4.116
C -0.817 3.550 2.978
C -1.583 4.767 2.758
C -1.665 5.703 3.805
N -0.894 2.554 1.841
O -0.102 1.610 1.812
O -1.838 2.673 1.027
H -0.976 6.181 5.687
H 0.535 4.197 5.845
H 0.492 2.522 4.239
H -2.153 4.920 1.854
H -2.297 6.576 3.735



[5]
43
Properties=species:S:1:pos:R:3 method="wB97M-V/def2-TZVPD" de_lowest_kcal_mol=0.0 energy_ev=-248446.341 homo_energy_ev="-20.5 / -20.5" homo_lumo_gap_ev="5.2 / 5.2" total_charge=+4
Mn -0.422 -0.324 -0.877
S -2.572 -0.530 -0.766
S -3.540 1.119 -1.244
S -2.192 2.516 -1.661
S -0.391 1.743 -1.444
C 3.661 2.235 -4.543
C 3.291 2.817 -3.333
C 2.827 2.023 -2.297
C 2.750 0.639 -2.485
C 3.122 0.046 -3.692
C 3.577 0.858 -4.721
As 2.200 -0.487 -1.046
C 1.501 -2.122 -1.730
C 1.840 -3.435 -1.496
C 0.966 -4.440 -1.930
C -0.257 -4.145 -2.535
C -0.618 -2.831 -2.756
C 0.246 -1.794 -2.337
C 3.787 -0.711 0.089
C 4.770 0.223 -0.010
C 6.005 0.128 0.793
C 6.143 -1.046 1.665
C 5.162 -2.005 1.714
C 4.006 -1.825 0.956
H 4.021 2.858 -5.351
H 3.367 3.889 -3.201
H 2.547 2.486 -1.355
H 3.074 -1.026 -3.840
H 3.873 0.413 -5.662
H 2.771 -3.715 -1.021
H 1.253 -5.477 -1.798
H -0.899 -4.951 -2.865
H -1.528 -2.597 -3.297
H 0.176 -0.837 -2.890
H 4.705 1.081 -0.672
H 6.886 0.196 0.131
H 7.042 -1.114 2.270
H 5.259 -2.878 2.346
H 3.237 -2.584 1.048
Cl 0.428 1.572 2.439
Ge 0.278 -0.175 1.344
Cl 0.829 -1.852 2.458
Cl 6.046 1.597 1.828



[6]
42
Properties=species:S:1:pos:R:3 method="wB97M-V/def2-TZVPD" de_lowest_kcal_mol=7.0 energy_ev=-213324.293 homo_energy_ev="-15.2 / -15.4" homo_lumo_gap_ev="8.5 / 6.1" spin_multiplicity=6 total_charge=+2
Fe -0.131 -0.244 0.282
Br 6.512 0.969 -0.128
C 4.691 0.591 -0.124
C 4.241 -0.718 -0.198
C 2.880 -0.934 -0.161
N 1.984 0.057 -0.066
C 2.425 1.322 -0.015
C 3.770 1.627 -0.042
C 1.362 2.348 0.064
C 1.616 3.703 0.103
C 0.547 4.586 0.166
Br 0.863 6.417 0.258
C -0.750 4.094 0.159
C -0.917 2.727 0.117
N 0.110 1.863 0.079
H 4.931 -1.544 -0.285
H 2.490 -1.941 -0.216
H 4.120 2.647 -0.001
H 2.624 4.089 0.083
H -1.603 4.756 0.183
H -1.909 2.305 0.094
C -3.323 0.233 0.151
O -2.090 -0.113 -0.543
H -3.837 -0.668 0.478
H -3.965 0.811 -0.509
H -3.058 0.829 1.019
H -2.315 -0.571 -1.362
O 0.085 -9.103 1.230
C 0.148 -8.422 0.085
O 0.234 -8.977 -0.968
C 0.108 -6.902 0.126
C 0.002 -6.142 1.300
C -0.045 -4.772 1.233
C 0.019 -4.137 -0.038
S -0.064 -2.454 -0.156
C 0.140 -4.905 -1.224
C 0.179 -6.268 -1.128
H 0.013 -8.557 2.025
H -0.047 -6.601 2.279
H -0.131 -4.178 2.132
H 0.197 -4.414 -2.186
H 0.264 -6.890 -2.009